Entry 1
A molecular structure, C40H39MoN6O7P2S2. Source: OMol25; level of theory: wB97M-V/def2-TZVPD.

Each line ends with the Mulliken charge.
Atoms and positions in Å:
Mo (-0.423, 0.374, 0.799)  1.09
O (-3.780, 2.600, 1.616)  -0.75
C (-2.667, 2.208, 1.327)  -0.41
N (-2.177, 0.951, 1.577)  0.38
C (-2.734, 0.302, 2.743)  -0.97
C (-1.577, -0.138, 3.598)  0.72
C (-1.756, -0.632, 4.879)  -1.04
C (-0.649, -0.910, 5.660)  -0.51
C (0.609, -0.662, 5.135)  -1.14
C (0.711, -0.200, 3.837)  -0.63
N (-0.355, 0.029, 3.061)  0.50
C (-1.613, 3.134, 0.809)  0.67
C (-1.878, 4.462, 0.553)  -0.86
C (-0.812, 5.295, 0.244)  -0.36
C (0.464, 4.764, 0.216)  -0.92
C (0.641, 3.411, 0.467)  -0.81
N (-0.380, 2.611, 0.758)  0.39
H (-3.390, -0.533, 2.497)  0.01
H (-3.341, 1.014, 3.307)  0.71
H (-2.762, -0.772, 5.255)  0.52
H (-0.765, -1.295, 6.664)  0.43
H (1.509, -0.834, 5.709)  0.51
H (1.674, -0.041, 3.385)  0.82
H (-2.898, 4.811, 0.621)  0.54
H (-0.977, 6.343, 0.033)  0.49
H (1.326, 5.375, -0.015)  0.47
H (1.613, 2.944, 0.443)  0.84
N (-0.942, -2.595, -1.064)  0.50
P (-1.086, -2.093, 0.547)  2.27
C (-0.429, -3.500, 1.498)  0.29
C (0.651, -3.305, 2.348)  -0.10
C (1.197, -4.378, 3.044)  -0.99
C (0.674, -5.649, 2.883)  -0.57
C (-0.395, -5.857, 2.016)  -0.76
C (-0.941, -4.790, 1.327)  -0.80
C (-2.890, -2.286, 0.746)  -0.01
C (-3.448, -2.922, 1.856)  -0.56
C (-4.824, -2.954, 2.028)  -0.60
C (-5.657, -2.344, 1.101)  -0.59
C (-5.109, -1.706, -0.003)  -0.80
C (-3.734, -1.677, -0.182)  -0.40
C (0.164, -2.247, -1.822)  0.20
C (0.296, -2.663, -3.147)  -1.25
C (1.398, -2.224, -3.852)  -0.40
C (2.326, -1.400, -3.231)  -0.95
C (2.107, -1.059, -1.910)  -0.18
N (1.058, -1.482, -1.207)  0.53
H (-1.522, -3.347, -1.400)  0.35
H (1.099, -2.324, 2.428)  0.26
H (2.045, -4.214, 3.698)  0.46
H (1.102, -6.486, 3.421)  0.40
H (-0.799, -6.852, 1.878)  0.41
H (-1.779, -4.962, 0.660)  0.38
H (-2.808, -3.386, 2.596)  0.40
H (-5.245, -3.453, 2.892)  0.41
H (-6.730, -2.363, 1.239)  0.39
H (-5.751, -1.219, -0.725)  0.46
H (-3.312, -1.162, -1.036)  0.35
H (-0.454, -3.297, -3.602)  0.47
H (1.531, -2.519, -4.886)  0.43
H (3.188, -1.015, -3.757)  0.48
H (2.799, -0.409, -1.391)  0.09
C (-0.928, 5.338, -3.399)  -1.04
C (-1.132, 4.026, -4.119)  -0.49
O (-1.437, 2.987, -3.166)  -0.29
P (-0.339, 1.850, -2.862)  0.31
S (-1.299, 0.648, -1.544)  -0.11
S (1.444, 2.540, -2.531)  -0.38
O (-0.284, 1.009, -4.231)  -0.24
C (-1.474, 0.402, -4.762)  -0.02
C (-1.506, 0.632, -6.255)  -1.42
H (-0.799, 6.147, -4.121)  0.46
H (-0.043, 5.283, -2.767)  0.12
H (-1.796, 5.562, -2.777)  0.26
H (-0.246, 3.753, -4.696)  0.41
H (-1.985, 4.074, -4.797)  0.34
H (-2.358, 0.822, -4.279)  0.43
H (-1.432, -0.662, -4.521)  0.16
H (-1.572, 1.697, -6.480)  0.29
H (-2.370, 0.132, -6.695)  0.41
H (-0.602, 0.239, -6.721)  0.29
O (2.685, -1.082, 1.752)  -0.60
C (2.671, -0.034, 1.126)  -0.36
O (1.614, 0.636, 0.792)  0.66
C (3.975, 0.601, 0.716)  0.17
C (4.035, 1.604, -0.245)  0.74
C (5.255, 2.147, -0.620)  -1.07
C (6.427, 1.705, -0.029)  -0.44
C (6.341, 0.708, 0.929)  -0.50
C (5.142, 0.137, 1.308)  -0.32
N (7.583, 0.231, 1.565)  1.04
O (7.486, -0.602, 2.443)  -0.61
O (8.633, 0.702, 1.175)  -0.63
H (3.119, 1.925, -0.729)  -0.57
H (5.293, 2.914, -1.383)  0.49
H (7.392, 2.108, -0.296)  0.51
H (5.106, -0.654, 2.041)  0.74

Results
**Frontier orbital gap (spin up / spin down)**: 7.263 / 6.945 eV
**M**: 937.8 g/mol
**2S+1**: 2

---

Entry 2
A molecular structure, C40H39MoN6O7P2S2. Source: OMol25; level of theory: wB97M-V/def2-TZVPD.

Each line ends with the Mulliken charge.
Atoms and positions in Å:
Mo (-1.189, -0.725, -0.291)  -0.84
O (-2.098, -4.875, -1.116)  -0.81
C (-1.622, -3.742, -1.137)  -0.20
N (-2.038, -2.671, -0.462)  0.22
C (-3.304, -2.804, 0.229)  -1.31
C (-4.109, -1.599, -0.177)  0.50
C (-5.493, -1.580, -0.172)  -1.02
C (-6.164, -0.493, -0.702)  -0.48
C (-5.420, 0.528, -1.267)  -1.05
C (-4.042, 0.455, -1.213)  -0.24
N (-3.386, -0.557, -0.630)  0.77
C (-0.455, -3.400, -2.012)  0.47
C (0.214, -4.380, -2.727)  -0.66
C (1.313, -4.000, -3.477)  -0.56
C (1.688, -2.665, -3.480)  -0.96
C (0.946, -1.751, -2.752)  0.32
N (-0.116, -2.111, -2.033)  0.54
H (-3.184, -2.857, 1.319)  0.25
H (-3.820, -3.716, -0.086)  0.74
H (-6.025, -2.436, 0.222)  0.50
H (-7.245, -0.458, -0.701)  0.42
H (-5.884, 1.379, -1.743)  0.51
H (-3.416, 1.211, -1.667)  0.52
H (-0.139, -5.398, -2.664)  0.55
H (1.870, -4.731, -4.048)  0.45
H (2.543, -2.323, -4.045)  0.50
H (1.191, -0.699, -2.744)  0.14
N (-1.562, 0.568, 2.705)  0.05
P (-1.467, 1.322, 1.156)  2.40
C (-0.329, 2.686, 1.539)  0.40
C (1.038, 2.465, 1.393)  1.65
C (1.947, 3.428, 1.791)  -0.83
C (1.498, 4.623, 2.335)  -0.80
C (0.138, 4.851, 2.481)  -0.81
C (-0.778, 3.887, 2.086)  -0.85
C (-3.088, 2.157, 1.083)  0.03
C (-4.162, 1.738, 1.857)  -0.77
C (-5.389, 2.382, 1.759)  -0.78
C (-5.548, 3.448, 0.889)  -0.55
C (-4.482, 3.862, 0.099)  -0.82
C (-3.261, 3.217, 0.192)  -0.04
C (-1.080, -0.706, 2.910)  -0.07
C (-0.647, -1.098, 4.183)  -1.05
C (-0.166, -2.368, 4.358)  -0.65
C (-0.128, -3.238, 3.268)  -1.04
C (-0.592, -2.783, 2.062)  -0.58
N (-1.079, -1.538, 1.867)  1.10
H (-1.452, 1.183, 3.505)  0.38
H (1.378, 1.529, 0.973)  -1.03
H (3.005, 3.245, 1.672)  0.49
H (2.208, 5.379, 2.643)  0.41
H (-0.217, 5.780, 2.907)  0.46
H (-1.835, 4.083, 2.207)  0.41
H (-4.044, 0.898, 2.531)  0.44
H (-6.218, 2.050, 2.369)  0.42
H (-6.501, 3.955, 0.822)  0.40
H (-4.602, 4.690, -0.587)  0.43
H (-2.436, 3.535, -0.437)  0.43
H (-0.667, -0.383, 4.993)  0.48
H (0.188, -2.684, 5.329)  0.40
H (0.261, -4.241, 3.348)  0.53
H (-0.600, -3.422, 1.190)  0.38
C (0.703, 3.066, -5.142)  -0.97
C (2.083, 3.517, -4.709)  -0.20
O (2.379, 3.348, -3.314)  -0.20
P (1.991, 1.960, -2.556)  -0.18
S (0.054, 2.481, -1.825)  -0.09
S (-0.930, 0.694, -2.284)  -0.17
O (2.967, 2.216, -1.283)  -0.35
C (3.669, 1.086, -0.740)  0.54
C (5.155, 1.356, -0.754)  -1.66
H (0.600, 3.240, -6.214)  0.42
H (-0.078, 3.612, -4.616)  0.24
H (0.543, 2.003, -4.957)  0.26
H (2.201, 4.586, -4.886)  0.29
H (2.856, 2.994, -5.279)  0.26
H (3.425, 0.186, -1.314)  0.25
H (3.310, 0.931, 0.282)  0.06
H (5.535, 1.412, -1.773)  0.40
H (5.684, 0.562, -0.225)  0.34
H (5.370, 2.302, -0.258)  0.33
O (1.599, -0.325, 2.113)  -0.57
C (1.695, -0.949, 1.065)  -0.30
O (0.938, -0.846, 0.038)  1.81
C (2.835, -1.932, 0.916)  -0.32
C (2.759, -3.028, 0.067)  0.19
C (3.801, -3.946, -0.003)  -1.04
C (4.941, -3.761, 0.762)  -0.50
C (4.997, -2.652, 1.584)  -0.60
C (3.971, -1.742, 1.696)  -0.28
N (6.225, -2.435, 2.395)  1.05
O (6.304, -1.401, 3.025)  -0.61
O (7.070, -3.309, 2.370)  -0.65
H (1.870, -3.163, -0.536)  0.30
H (3.722, -4.806, -0.652)  0.49
H (5.772, -4.450, 0.731)  0.52
H (4.037, -0.904, 2.373)  0.63

Results
**Frontier orbital gap (spin up / spin down)**: 6.916 / 6.544 eV
**M**: 937.8 g/mol
**2S+1**: 2

---

entry 1 comes first in stability; the runner-up is 33.8 kcal/mol higher.

---

Entry 1
2 unconnected molecules or ions with the total composition C4H10N3O. Source: OMol25; level of theory: wB97M-V/def2-TZVPD.

Each line ends with the Mulliken charge.
Atoms and positions in Å:
C (1.080, -0.803, -1.551)  0.12
C (0.494, -1.206, -2.669)  -0.72
C (1.799, 1.115, -0.255)  -0.24
N (1.361, 0.562, -1.327)  0.00
H (1.290, -1.437, -0.701)  0.32
H (0.305, -0.506, -3.472)  0.27
H (0.248, -2.253, -2.761)  0.26
H (1.896, 2.191, -0.286)  0.34
H (2.102, 0.482, 0.565)  0.32
H (1.310, 1.171, -2.143)  0.30
N (-1.662, -0.960, 1.319)  -0.38
C (-0.969, 0.140, 1.732)  0.60
N (-1.739, 1.253, 2.030)  -0.48
O (0.252, 0.181, 1.734)  -0.65
H (-2.658, -1.007, 1.415)  0.20
H (-1.166, -1.828, 1.337)  0.24
H (-2.678, 1.065, 2.333)  0.23
H (-1.266, 1.840, 2.702)  0.28

Results
**Frontier orbital gap**: 9.026 eV
**M**: 116.1 g/mol
**Net charge**: +1

---

Entry 2
A molecular structure, C4H10N3O. Source: OMol25; level of theory: wB97M-V/def2-TZVPD.

Each line ends with the Mulliken charge.
Atoms and positions in Å:
C (-1.500, 1.095, 0.195)  -0.21
C (-2.569, 0.368, 0.462)  -0.32
C (1.755, -0.110, -1.099)  -1.33
C (0.815, 0.395, -0.070)  0.08
N (-0.499, 0.313, -0.415)  -0.12
N (1.127, -0.492, 1.289)  -0.39
N (-1.321, -1.265, -0.578)  -0.20
O (-2.430, -0.976, 0.209)  -0.24
H (-1.257, 2.093, 0.281)  0.45
H (-3.561, 0.705, 0.928)  0.38
H (1.653, -1.199, -1.499)  0.34
H (1.679, 0.545, -1.916)  0.39
H (2.777, 0.211, -0.773)  0.44
H (1.091, 1.519, 0.216)  0.38
H (1.073, -1.442, 0.895)  0.37
H (0.546, -0.186, 2.103)  0.34
H (-1.500, -1.161, -1.638)  0.30
H (2.119, -0.413, 1.409)  0.34

Results
**Frontier orbital gap**: 8.710 eV
**M**: 116.1 g/mol
**Net charge**: +1

---

entry 1 comes first in stability; the runner-up is 115.7 kcal/mol higher.